This record from the OMol25 dataset describes a structure of composition C27H29N4PS3Ti at a distorted geometry. The level of theory is ωB97M-V with the def2-TZVPD basis set.

Geometry as XYZ:
```
65
Properties=species:S:1:pos:R:3
Ti -0.585 -0.343 -0.023
S 1.579 1.290 -0.028
C 0.420 1.908 -1.074
N -0.787 1.332 -1.194
C -1.612 1.991 -2.128
C -2.908 1.645 -2.482
C -3.556 2.406 -3.444
C -2.933 3.499 -4.048
C -1.640 3.847 -3.692
C -0.993 3.080 -2.733
S 0.625 3.271 -2.116
H -3.386 0.799 -2.010
H -4.568 2.148 -3.727
H -3.457 4.081 -4.795
H -1.146 4.692 -4.155
C 1.203 -1.765 2.514
C 0.175 -0.736 2.858
C -0.133 -0.250 4.090
C -1.017 0.859 3.903
C -1.220 1.009 2.565
C -1.989 2.074 1.863
N -0.507 0.011 1.888
H 1.249 -2.533 3.289
H 2.198 -1.323 2.420
H 0.986 -2.291 1.582
H 0.255 -0.625 5.026
H -1.447 1.487 4.669
H -2.572 2.639 2.591
H -2.683 1.671 1.122
H -1.329 2.777 1.347
N -1.933 -2.907 -1.485
C -1.800 -2.152 -0.254
N -1.346 -3.022 0.797
S -2.945 -0.869 0.060
H -2.248 -3.853 -1.290
H -2.638 -2.471 -2.067
H -1.548 -4.008 0.705
H -1.593 -2.682 1.718
C 1.069 -3.634 -1.439
P 1.193 -1.817 -1.353
C 1.078 -1.370 -3.131
C -0.101 -0.828 -3.636
C -0.219 -0.500 -4.981
C 0.843 -0.727 -5.845
C 2.017 -1.293 -5.360
C 2.131 -1.607 -4.015
C 2.970 -1.618 -0.946
C 3.778 -0.630 -1.504
C 5.106 -0.503 -1.125
C 5.645 -1.351 -0.167
C 4.850 -2.329 0.409
C 3.523 -2.461 0.018
H 1.928 -4.022 -1.985
H 0.146 -3.870 -1.956
H 1.037 -4.069 -0.441
H -0.957 -0.661 -2.990
H -1.141 -0.065 -5.345
H 0.760 -0.468 -6.893
H 2.846 -1.485 -6.029
H 3.055 -2.041 -3.652
H 3.370 0.055 -2.236
H 5.717 0.269 -1.575
H 6.681 -1.246 0.131
H 5.256 -2.993 1.162
H 2.921 -3.231 0.480
```

Values from the calculation:
- spin multiplicity = 1
- highest occupied orbital energy (eV) = -7.112
- total charge = 0
- E_LUMO (Eh) = 0.008
- max |F| (eV/Å) = 1.1